Density functional theory data (the ωB97M-V functional and the def2-TZVPD basis) for a molecular structure, C3H2I4.

Computed properties:
**Relative energy (zero: lowest compared OMol25 entry of this formula, charge and spin)**: 2.248 eV
**Electronic energy**: -1306.15000 a.u.
**Orbital gap (spin up / spin down)**: 6.567 / 6.527 eV

Geometry as ORCA input:
```
! wB97M-V def2-TZVPD RIJCOSX def2/J DEFGRID3
* xyz 0 1
C -0.346 0.043 1.071
C 1.632 -0.174 -0.812
C 0.614 -0.562 0.077
I -2.372 -0.191 0.991
I 2.290 1.849 -0.471
I -3.822 1.758 -0.671
I -0.142 -2.497 -0.705
H -0.042 0.853 1.657
H 2.187 -1.078 -1.136
*
```

The Mulliken scheme yields these atomic charges, measured in e: -0.681, -0.523, 0.128, 0.339, 0.047, -0.198, -0.001, 0.480, 0.408



Density functional theory data (the ωB97M-V functional and the def2-TZVPD basis) for 11 unconnected molecules or ions with the total composition C16H28Cl21NO2.

Computed properties:
**Relative energy (zero: lowest compared OMol25 entry of this formula, charge and spin)**: 0.000 eV
**Electronic energy**: -10495.70117 a.u.
**Orbital gap**: 10.336 eV

Geometry as ORCA input:
```
! wB97M-V def2-TZVPD RIJCOSX def2/J DEFGRID3
* xyz 0 1
O 1.254 -1.871 -2.688
C 0.672 -0.993 -3.181
Cl -1.111 -1.039 -3.226
C 1.233 0.247 -3.791
C 1.637 1.317 -2.758
C 0.678 1.483 -1.515
C 1.631 1.259 -0.319
C 2.798 0.554 -0.934
O 3.388 -0.400 -0.519
N 3.029 1.138 -2.246
H 0.530 0.684 -4.506
H 2.141 -0.056 -4.331
H 1.630 2.258 -3.319
H 0.347 2.528 -1.507
H -0.162 0.790 -1.516
H 1.956 2.230 0.080
H 1.183 0.668 0.486
H 3.344 2.087 -2.033
Cl 5.959 -0.665 3.828
C 5.421 -0.224 2.200
Cl 4.991 1.489 2.083
H 6.225 -0.424 1.502
H 4.542 -0.808 1.955
Cl -1.604 1.650 1.335
C -1.012 0.907 2.830
Cl -0.758 2.097 4.113
H -1.737 0.180 3.173
H -0.055 0.445 2.621
Cl -5.371 -2.381 -1.581
C -3.657 -2.489 -1.153
Cl -3.105 -1.047 -0.296
H -3.512 -3.349 -0.511
H -3.084 -2.585 -2.067
Cl -10.680 -2.698 -0.746
C -8.964 -2.345 -0.994
Cl -8.594 -1.953 -2.676
H -8.699 -1.489 -0.386
H -8.387 -3.218 -0.713
Cl -0.206 -2.286 5.086
C 1.457 -1.742 4.825
Cl 1.762 -1.337 3.128
H 1.627 -0.846 5.410
H 2.130 -2.540 5.111
Cl -2.290 5.500 0.028
C -3.267 4.466 -1.021
Cl -2.389 3.021 -1.535
H -4.147 4.152 -0.473
H -3.540 5.032 -1.903
Cl 1.160 -0.088 8.302
C 2.798 0.545 8.094
Cl 3.153 0.929 6.404
H 2.897 1.453 8.676
H 3.500 -0.210 8.426
Cl -8.094 1.263 -1.063
C -9.483 1.719 -2.057
Cl -9.041 2.830 -3.357
H -9.888 0.816 -2.499
H -10.212 2.207 -1.422
Cl 4.304 0.850 -5.440
C 4.479 0.129 -7.044
Cl 3.154 0.574 -8.130
H 5.408 0.476 -7.478
H 4.479 -0.948 -6.932
Cl 5.776 -4.472 1.121
C 7.141 -4.150 2.194
Cl 8.021 -2.688 1.735
H 6.758 -4.006 3.198
H 7.825 -4.988 2.150
*
```

The Mulliken scheme yields these atomic charges, measured in e: -0.427, 0.345, -0.240, -0.462, -0.012, -0.107, 0.251, 0.064, -0.528, -0.278, 0.465, -0.112, 0.560, 0.171, 0.016, 0.352, -0.414, 0.337, -0.171, -0.087, -0.189, 0.283, 0.155, -0.041, 0.277, -0.179, 0.347, -0.399, -0.088, -0.316, -0.049, 0.306, 0.163, -0.174, -0.223, -0.149, 0.207, 0.333, -0.170, 0.095, -0.080, -0.255, 0.383, -0.153, -0.394, -0.051, 0.285, 0.320, -0.140, -0.286, -0.115, 0.300, 0.266, -0.139, -0.182, -0.164, 0.186, 0.303, -0.110, -0.292, -0.160, 0.310, 0.253, -0.139, -0.262, -0.145, 0.234, 0.317



Density functional theory data (the ωB97M-V functional and the def2-TZVPD basis) for a molecular structure, C41H65Br15N6O6.

Computed properties:
**Electronic energy**: -40990.98681 a.u.
**Orbital gap**: 7.206 eV

Geometry as ORCA input:
```
! wB97M-V def2-TZVPD RIJCOSX def2/J DEFGRID3
* xyz 0 1
C -27.321 2.721 6.352
C -28.016 1.988 5.416
C -27.338 1.471 4.234
C -26.001 1.838 4.083
C -25.253 2.550 5.032
C -25.949 2.981 6.143
N -25.230 1.312 2.904
O -24.234 1.916 2.531
O -25.652 0.301 2.371
H -27.808 3.119 7.257
H -29.073 1.693 5.533
H -27.855 0.987 3.424
H -24.168 2.713 4.890
H -25.460 3.586 6.860
C -23.675 1.598 -3.481
C -23.250 2.648 -4.254
C -23.999 3.790 -4.441
C -25.286 3.716 -3.954
C -25.827 2.646 -3.237
C -24.990 1.578 -2.971
N -26.237 4.792 -4.370
O -25.993 5.961 -4.156
O -27.198 4.371 -5.008
H -22.952 0.779 -3.282
H -22.262 2.542 -4.664
H -23.524 4.660 -4.917
H -26.825 2.685 -2.801
H -25.272 0.833 -2.241
C -23.332 9.570 -1.691
C -24.026 8.477 -2.216
C -23.333 7.263 -2.461
C -21.978 7.190 -2.305
C -21.296 8.356 -1.970
C -21.925 9.500 -1.600
N -21.304 5.954 -2.606
O -20.201 5.956 -3.111
O -21.968 4.974 -2.333
H -23.723 10.561 -1.509
H -25.078 8.599 -2.433
H -23.903 6.430 -2.763
H -20.245 8.309 -1.846
H -21.382 10.405 -1.319
C -28.626 4.150 1.748
Br -29.499 5.130 0.291
Br -28.186 2.425 0.977
Br -30.027 3.908 3.059
H -27.675 4.625 2.086
C -20.435 8.239 2.460
Br -21.068 6.749 1.610
Br -21.688 9.778 2.819
Br -18.835 8.933 1.591
H -20.193 7.936 3.456
C -26.751 13.524 1.714
Br -28.599 13.626 1.392
Br -25.797 12.354 0.516
Br -26.490 12.886 3.537
H -26.402 14.529 1.633
C -21.797 4.754 7.720
Br -21.727 4.896 5.748
Br -21.866 2.942 8.244
Br -23.305 5.674 8.302
H -20.909 5.316 8.091
C -29.712 10.346 0.125
Br -31.316 9.553 -0.592
Br -28.443 10.013 -1.260
Br -29.118 9.276 1.707
H -29.753 11.391 0.487
C -21.446 3.287 2.370
C -21.485 3.083 0.852
N -20.420 2.427 0.204
C -19.117 3.069 0.034
C -18.941 3.975 -1.181
C -20.821 1.497 -0.860
C -21.622 0.381 -0.301
H -20.713 3.922 2.779
H -21.280 2.319 2.893
H -22.409 3.746 2.643
H -22.446 2.662 0.547
H -21.532 4.159 0.524
H -18.447 2.242 0.067
H -18.858 3.568 1.010
H -19.109 3.509 -2.150
H -17.952 4.373 -1.276
H -19.687 4.834 -1.057
H -21.452 2.009 -1.581
H -20.018 1.049 -1.423
H -22.149 -0.241 -1.065
H -21.039 -0.350 0.242
H -22.392 0.716 0.387
C -30.720 4.751 6.559
C -30.690 4.356 8.045
N -29.352 4.724 8.708
C -29.170 4.211 10.058
C -27.681 4.240 10.435
C -28.991 6.143 8.505
C -28.088 6.471 7.289
H -31.538 4.200 6.081
H -29.830 4.335 6.191
H -30.827 5.863 6.487
H -31.502 4.845 8.697
H -30.784 3.306 8.216
H -29.748 4.731 10.804
H -29.481 3.141 10.010
H -27.084 3.679 9.739
H -27.174 5.139 10.676
H -27.601 3.650 11.370
H -28.481 6.427 9.416
H -29.905 6.721 8.436
H -27.315 5.728 7.248
H -27.642 7.461 7.358
H -28.625 6.442 6.379
C -25.786 6.040 4.694
C -24.926 5.746 3.525
N -25.612 5.680 2.217
C -26.253 6.967 1.834
C -25.381 8.162 1.602
C -24.811 5.087 1.170
C -25.477 5.026 -0.210
H -25.172 6.012 5.563
H -26.539 5.304 4.782
H -26.233 7.080 4.637
H -24.097 6.447 3.490
H -24.309 4.853 3.667
H -26.684 6.733 0.865
H -27.053 7.124 2.559
H -24.844 8.525 2.502
H -24.645 7.868 0.858
H -25.994 8.938 1.211
H -24.645 4.077 1.473
H -23.838 5.580 1.056
H -26.416 4.552 -0.071
H -24.804 4.510 -0.903
H -25.753 6.023 -0.536
*
```

Atomic partial charges in e from the Mulliken method, atoms 1 to 99: -0.611, -0.470, -0.759, 0.631, -0.553, -0.461, 1.034, -0.583, -0.622, 0.352, 0.437, 0.679, 0.231, 0.522, -0.393, -0.418, -0.301, 0.620, -0.696, -0.543, 0.988, -0.572, -0.591, 0.403, 0.335, 0.372, 0.411, 0.385, -0.389, -1.051, 0.722, -0.188, -0.522, -0.838, 0.871, -0.616, -0.173, 0.491, 0.513, 0.217, 0.547, 0.411, 1.133, -0.078, -0.025, -0.039, -1.067, -0.535, 0.353, -0.106, -0.086, 0.455, -0.369, 0.004, 0.049, -0.016, 0.369, -0.452, 0.046, -0.006, -0.020, 0.399, -0.114, -0.024, -0.001, 0.029, 0.101, -1.678, 0.572, 0.405, -0.997, -0.625, -0.130, -1.192, 0.620, 0.283, 0.226, 0.543, -0.938, 0.501, 0.319, 0.263, 0.522, -0.134, 0.042, 0.483, 0.335, 0.367, 0.199, -0.574, -0.905, 0.651, -0.618, -1.200, -1.232, -0.810, 0.460, -0.073, 0.212



Density functional theory data (the ωB97M-V functional and the def2-TZVPD basis) for 2 unconnected molecules or ions with the total composition C2ClF2OS.

Computed properties:
**Relative energy (zero: lowest compared OMol25 entry of this formula, charge and spin)**: 1.796 eV
**Electronic energy**: -1209.58099 a.u.
**Orbital gap**: 7.216 eV

Geometry as ORCA input:
```
! wB97M-V def2-TZVPD RIJCOSX def2/J DEFGRID3
* xyz -1 1
C -0.621 0.105 0.678
C 0.447 -0.131 -0.433
O -0.780 -0.902 1.363
F 1.682 0.193 -0.098
F 0.178 1.171 -1.766
S -1.287 1.614 0.797
Cl 0.391 -1.610 -1.263
*
```

The Mulliken scheme yields these atomic charges, measured in e: 0.118, 0.662, -0.582, -0.150, -0.514, -0.421, -0.113



Density functional theory data (the ωB97M-V functional and the def2-TZVPD basis) for 3 unconnected molecules or ions with the total composition C2H11N2O2.

Computed properties:
**Relative energy (zero: lowest compared OMol25 entry of this formula, charge and spin)**: 1.571 eV
**Electronic energy**: -342.53073 a.u.
**Orbital gap**: 10.758 eV

Geometry as ORCA input:
```
! wB97M-V def2-TZVPD RIJCOSX def2/J DEFGRID3
* xyz 1 1
C 0.734 -0.333 0.164
N -2.043 1.127 2.060
C -0.803 0.966 1.576
N -0.606 0.261 0.525
H 1.441 0.462 0.033
H 0.958 -0.976 1.093
H 0.718 -0.841 -0.767
H -2.776 0.483 1.656
H -2.161 1.736 2.954
H 0.036 1.081 2.261
H -1.380 -0.188 -0.029
H 3.845 -0.304 -2.462
H 4.697 -1.148 -1.628
O 3.881 -0.633 -1.596
H -1.494 -0.843 -1.763
H -2.627 -0.265 -2.483
O -2.420 -0.585 -1.594
*
```

The Mulliken scheme yields these atomic charges, measured in e: -0.888, -0.388, 0.237, -0.072, 0.348, 0.318, 0.295, 0.254, 0.298, 0.353, 0.251, 0.309, 0.321, -0.613, 0.301, 0.341, -0.666



Density functional theory data (the ωB97M-V functional and the def2-TZVPD basis) for 3 unconnected molecules or ions with the total composition C3H7N2O.

Computed properties:
**Relative energy (zero: lowest compared OMol25 entry of this formula, charge and spin)**: 4.462 eV
**Electronic energy**: -302.87604 a.u.
**Orbital gap**: 10.131 eV

Geometry as ORCA input:
```
! wB97M-V def2-TZVPD RIJCOSX def2/J DEFGRID3
* xyz 1 1
C -0.384 -0.295 -0.870
C -0.346 0.332 0.528
C 2.265 -0.417 0.649
N 3.444 -2.780 -2.705
N 3.477 -2.135 -1.820
O 2.348 -1.142 -0.215
H 0.018 0.521 -1.474
H 0.122 -1.206 -0.926
H -1.526 -0.291 -1.245
H 0.696 -0.063 0.887
H -1.008 -0.124 1.334
H 2.517 0.186 1.484
H -0.285 1.335 0.789
*
```

The Mulliken scheme yields these atomic charges, measured in e: -1.052, -0.432, 0.359, -0.176, 0.220, -0.051, 0.334, 0.463, 0.294, -0.242, 0.337, 0.448, 0.497



Density functional theory data (the ωB97M-V functional and the def2-TZVPD basis) for a molecular structure, C5H16F2HfN8O7.

Computed properties:
**Relative energy (zero: lowest compared OMol25 entry of this formula, charge and spin)**: 0.000 eV
**Electronic energy**: -1412.80964 a.u.
**Orbital gap**: 6.945 eV

Geometry as ORCA input:
```
! wB97M-V def2-TZVPD RIJCOSX def2/J DEFGRID3
* xyz 0 1
Hf 0.207 -0.332 0.421
F -1.137 0.985 1.645
F 0.396 -1.728 2.336
C 1.820 -1.749 -1.257
O 2.222 -0.575 -0.778
O 1.439 -2.363 -0.143
O 0.672 -1.397 -1.784
C -1.894 -3.037 0.194
O -1.646 -1.847 0.380
N -0.970 -3.895 -0.267
N -3.029 -3.646 0.580
H 0.011 -3.614 -0.289
H -1.312 -4.770 -0.616
H -3.822 -3.027 0.666
H -3.253 -4.621 0.588
C -2.350 0.500 -1.989
O -1.513 0.330 -1.108
N -2.146 1.196 -3.127
N -3.643 0.214 -1.811
H -2.900 1.371 -3.758
H -1.190 1.463 -3.295
H -4.346 0.548 -2.444
H -3.998 -0.419 -1.117
C 2.722 0.482 2.632
O 1.743 0.760 1.900
N 3.883 1.129 2.549
N 2.699 -0.592 3.405
H 4.014 1.926 1.953
H 4.558 1.027 3.287
H 3.598 -0.937 3.693
H 1.853 -1.148 3.488
C 0.867 2.908 -0.656
O 0.832 1.720 -0.376
N 1.941 3.507 -1.235
N -0.071 3.809 -0.288
H 1.870 4.487 -1.439
H 2.797 3.069 -1.524
H -0.103 4.694 -0.758
H -0.821 3.572 0.341
*
```

The Mulliken scheme yields these atomic charges, measured in e: 2.981, -0.793, -0.806, 0.767, -0.660, -0.739, -0.654, 0.544, -0.709, -0.247, -0.455, 0.293, 0.164, 0.226, 0.150, 0.549, -0.588, -0.431, -0.412, 0.162, 0.243, 0.145, 0.195, 0.531, -0.712, -0.403, -0.328, 0.222, 0.172, 0.149, 0.263, 0.529, -0.312, -0.420, -0.402, 0.122, 0.243, 0.156, 0.263



Density functional theory data (the ωB97M-V functional and the def2-TZVPD basis) for a molecular structure, C48H54F2Ge2N5RhSi2.

Computed properties:
**Relative energy (zero: lowest compared OMol25 entry of this formula, charge and spin)**: 0.340 eV
**Electronic energy**: -7178.26010 a.u.
**<S²>**: 0.7705
**Orbital gap (spin up / spin down)**: 7.509 / 6.654 eV

Geometry as ORCA input:
```
! wB97M-V def2-TZVPD RIJCOSX def2/J DEFGRID3
* xyz 1 2
Rh -0.247 0.064 0.069
F -3.354 3.771 2.348
C -2.960 2.487 2.333
C -2.108 2.076 1.327
C -1.684 0.750 1.278
C -2.093 -0.116 2.319
C -2.972 0.353 3.293
F -3.393 -0.462 4.278
C -3.435 1.651 3.322
C -1.437 -1.430 2.329
C -1.702 -2.453 3.235
C -1.039 -3.661 3.135
C -0.106 -3.821 2.128
C 0.137 -2.755 1.284
N -0.493 -1.581 1.360
H -1.806 2.832 0.618
H -4.112 1.996 4.089
H -2.445 -2.290 3.997
H -1.249 -4.460 3.833
H 0.446 -4.739 1.984
H 0.866 -2.842 0.500
C 1.809 -1.503 3.903
Si 2.882 -1.183 2.398
C 3.339 -2.702 1.369
C 4.547 -0.658 3.116
C 2.112 0.174 1.281
C 2.625 0.103 -0.110
C 3.976 0.058 -0.451
C 4.346 0.057 -1.784
C 3.367 0.096 -2.766
C 2.045 0.081 -2.363
N 1.677 0.064 -1.082
Si 2.038 1.907 2.077
C 3.776 2.552 2.423
C 1.079 1.834 3.684
C 1.355 3.238 0.949
H 1.800 -2.564 4.157
H 0.781 -1.174 3.785
H 2.225 -0.970 4.760
H 3.118 -3.622 1.912
H 4.417 -2.681 1.197
H 2.874 -2.768 0.385
H 4.893 -1.543 3.662
H 4.497 0.152 3.839
H 5.317 -0.424 2.380
H 4.725 0.046 0.329
H 5.394 0.034 -2.055
H 3.615 0.116 -3.818
H 1.235 0.082 -3.084
H 4.273 2.084 3.267
H 3.680 3.616 2.654
H 4.425 2.471 1.549
H 1.660 1.340 4.464
H 0.118 1.323 3.598
H 0.886 2.855 4.022
H 2.100 3.501 0.193
H 1.167 4.128 1.554
H 0.423 2.974 0.466
N 2.150 8.178 -6.483
C 1.678 7.372 -5.815
C 1.088 6.356 -4.992
C -0.060 5.696 -5.423
C -0.619 4.700 -4.644
C -0.031 4.380 -3.429
C 1.101 5.044 -2.979
C 1.667 6.029 -3.768
N -0.595 3.348 -2.630
C -1.932 3.065 -2.454
C -1.978 1.982 -1.641
N -0.699 1.587 -1.319
C 0.104 2.437 -1.930
H -0.502 5.955 -6.376
H -1.487 4.156 -4.992
H 1.518 4.817 -2.006
H 2.547 6.559 -3.431
H -2.706 3.664 -2.897
H -2.840 1.474 -1.253
H 1.177 2.405 -1.933
C -4.007 -3.081 0.541
Ge -3.719 -1.879 -0.983
C -4.735 -0.252 -0.552
C -4.503 -2.758 -2.568
Ge -1.370 -1.451 -1.610
C -1.339 -0.785 -3.467
C -2.429 -0.033 -3.915
C -2.544 0.366 -5.238
C -1.565 0.007 -6.155
C -0.496 -0.772 -5.738
C -0.393 -1.169 -4.412
C -0.305 -3.124 -1.686
C 1.060 -3.261 -1.917
C 1.654 -4.515 -1.999
C 0.892 -5.666 -1.860
C -0.473 -5.552 -1.636
C -1.057 -4.297 -1.550
H -5.067 -3.336 0.544
H -3.782 -2.583 1.479
H -3.434 -4.007 0.493
H -5.707 -0.567 -0.171
H -4.913 0.399 -1.408
H -4.238 0.318 0.235
H -5.588 -2.802 -2.464
H -4.134 -3.780 -2.659
H -4.266 -2.233 -3.492
H -3.226 0.238 -3.233
H -3.406 0.941 -5.554
H -1.650 0.309 -7.191
H 0.254 -1.093 -6.450
H 0.433 -1.818 -4.132
H 1.699 -2.395 -2.019
H 2.720 -4.590 -2.173
H 1.356 -6.641 -1.929
H -1.084 -6.438 -1.529
H -2.124 -4.243 -1.365
*
```

Atomic partial charges in e from the Mulliken method, atoms 1 to 99: -0.599, -0.379, 0.283, -0.921, 1.297, -0.538, 1.120, -0.351, -1.391, -0.080, -0.298, -1.488, -1.474, -0.501, 2.003, 0.367, 0.536, 0.704, 0.480, 0.628, 0.281, -0.977, 0.614, -1.152, -1.404, 1.794, -1.336, -0.403, -1.067, -1.398, -0.907, 1.564, 0.093, -1.375, -0.729, -0.898, 0.461, 0.017, 0.501, 0.450, 0.480, 0.160, 0.375, 0.367, 0.380, 0.362, 0.499, 0.563, 0.597, 0.404, 0.438, 0.332, 0.336, -0.007, 0.492, 0.074, 0.671, 0.101, -0.475, -0.035, 0.534, -0.973, -0.604, 0.596, 0.059, -0.976, 0.292, -1.455, -1.086, 1.889, -1.908, 0.464, 0.502, 0.485, 0.471, 0.693, 0.736, 0.852, -1.181, 1.317, -1.094, -1.201, 0.410, 0.317, -0.269, -0.839, -0.838, -0.758, 0.227, 0.711, 0.336, -0.847, -0.841, -1.029, -0.679, 0.556, 0.313, 0.363, 0.550



Taking the records one at a time from the top gives max |F| values of 4.05; 1.85; 3.12; 3.72; 3.23; 5.86; 14.05; 1.16 eV/A.